--- a ---
# C21H15F3MnN3O3S

C21H15F3MnN3O3S as an isolated structure (wB97M-V/def2-TZVPD, OMol25).

Atoms and positions in Å:
Mn: -0.56078 0.09032 -0.04798
S: -1.97766 2.30666 0.47511
F: -3.57825 4.63332 -1.48780
F: -5.52803 3.81623 -1.97254
F: -4.74052 3.59654 0.02778
O: 1.07442 1.05950 -0.70826
O: -1.54124 -1.63005 0.60334
O: 2.63746 3.16339 -1.72220
N: -2.04700 0.63001 -1.53417
N: 0.23606 -1.86520 2.08027
N: 0.72519 -0.73391 1.39722
C: 1.81729 -0.23105 1.82448
C: -2.63963 1.73331 -0.99756
C: -3.63232 0.49466 -3.30777
C: 3.71278 1.29415 1.81915
C: 2.53219 0.87461 1.18840
C: -1.54177 -3.45754 2.12534
C: -1.49736 -5.38408 3.57078
C: -0.90626 -2.21510 1.54804
C: -4.38819 3.57423 -1.26532
C: -2.80601 -3.82507 1.68933
C: -2.76470 -5.75015 3.13121
C: 2.11245 1.45008 -0.04197
C: -0.88904 -4.24196 3.07024
C: 4.50345 2.27638 1.27574
C: 2.93334 2.50733 -0.55404
C: -3.74824 2.28333 -1.70321
C: -4.22248 1.66240 -2.83320
C: 1.27608 3.50016 -2.00678
C: -2.53307 0.03342 -2.61563
C: -3.41847 -4.96797 2.19085
C: 4.09086 2.88075 0.08127
H: -4.00238 -0.02033 -4.18169
H: 0.73213 3.77281 -1.10145
H: -5.07352 2.08568 -3.35044
H: -3.29473 -3.19875 0.95551
H: 5.41671 2.59190 1.76258
H: -0.98195 -5.99080 4.30567
H: 4.67532 3.67383 -0.37177
H: -3.23958 -6.64239 3.52179
H: 0.09547 -3.93845 3.39960
H: 2.26996 -0.67400 2.71728
H: -1.99739 -0.85096 -2.94453
H: -4.40772 -5.24426 1.84676
H: 0.75222 2.67911 -2.48665
H: 1.32925 4.35864 -2.67699
H: 3.99746 0.81735 2.75130

- HOMO energy (spin up / spin down): -4.2996 / -4.6101 eV
- Total charge: -1
- Spin multiplicity: 6

--- b ---
# C21H15F3MnN3O3S

C21H15F3MnN3O3S as an isolated structure (wB97M-V/def2-TZVPD, OMol25).

Atoms and positions in Å:
Mn: -0.23600 0.05281 -0.49149
S: -2.43788 1.38805 -1.25462
F: -3.83202 2.56964 -3.71123
F: -2.79373 3.83482 -5.09023
F: -2.88431 4.36632 -3.01118
O: 0.20978 1.31544 0.96231
O: 0.29781 3.69108 2.45844
O: -0.03125 -1.70657 -1.51445
N: -0.37244 -1.37458 0.98050
N: -0.34314 -2.71192 0.54526
N: -0.00754 1.28175 -2.21444
C: -0.14027 1.29790 2.20379
C: -0.04878 3.98656 1.10186
C: -0.39540 2.47280 4.32242
C: 0.26896 -5.38670 -3.39152
C: 0.80402 2.12432 -4.28801
C: -0.09136 2.49039 2.98541
C: 0.11822 -4.15396 -2.76602
C: 0.30994 -6.54912 -2.63628
C: -0.89958 0.13972 4.23384
C: 0.19539 -6.47305 -1.25246
C: -0.80159 1.29705 4.96700
C: -0.13557 -2.72402 -0.74735
C: 0.04306 -5.24092 -0.63187
C: -0.57452 0.11532 2.87010
C: -2.74186 3.31855 -3.83732
C: -1.44925 2.58447 -3.59554
C: 0.95917 1.42627 -3.11036
C: 0.00540 -4.07485 -1.38807
C: -1.25370 1.79422 -2.42686
C: -0.42880 2.73097 -4.50256
C: -0.63083 -1.17952 2.20140
H: -1.03239 3.59270 0.84152
H: -0.31889 3.40732 4.86740
H: 0.22579 -7.37817 -0.65717
H: 1.61396 2.20887 -4.99858
H: 1.90677 0.96178 -2.85690
H: -0.59314 3.31674 -5.39556
H: -0.04724 -5.15843 0.44309
H: -1.04524 1.30871 6.02174
H: 0.08392 -3.23370 -3.33328
H: -0.06134 5.07435 1.03841
H: 0.35162 -5.43853 -4.47031
H: -0.88700 -2.05740 2.80426
H: 0.67890 3.58111 0.40650
H: -1.22581 -0.78145 4.70618
H: 0.42989 -7.51121 -3.12047

- HOMO energy (spin up / spin down): -4.1516 / -4.5918 eV
- Total charge: -1
- Spin multiplicity: 6

Name the least stable of them. b.

--- a ---
# C5H8CsO3

C5H8CsO3 as an isolated structure (wB97M-V/def2-TZVPD, OMol25).

Atoms and positions in Å:
Cs: -2.07110 0.35895 2.93722
O: 0.85974 0.86385 0.81113
O: 2.80212 0.12789 -0.12044
O: 0.87992 -0.93305 -0.48268
C: -1.65572 -1.20096 -0.55484
C: 1.48374 -2.52784 0.00620
C: 3.56734 1.07647 0.35715
C: -1.82346 -2.59677 -0.43844
C: 1.40702 0.13941 0.02468
H: -2.89164 -2.56868 -0.78711
H: 2.93306 1.68290 1.04705
H: 1.15337 -3.56363 0.12129
H: -0.58689 -3.07966 -0.25467
H: -2.13404 -0.72287 -1.42164
H: 2.28794 -2.64042 0.74291
H: -2.06828 -3.33289 0.33361
H: 2.15105 -2.61588 -0.85427

- HOMO energy (spin up / spin down): -11.2434 / -10.6032 eV
- Total charge: +1

--- b ---
# C5H8CsO3

C5H8CsO3 as an isolated structure (wB97M-V/def2-TZVPD, OMol25).

Atoms and positions in Å:
Cs: 2.26347 1.44581 3.39680
O: 1.46189 -0.40521 -0.61576
O: 1.11553 1.67000 0.11795
O: -1.06794 0.20940 0.32886
C: -3.37852 0.91115 -0.12971
C: -1.94036 0.78262 -0.51992
C: 2.98552 -1.96402 0.10310
C: 2.28025 -0.71206 0.37544
C: 0.65088 0.72992 -0.46595
H: 3.16232 -2.60806 0.97993
H: 2.23915 -2.65644 -0.32408
H: -3.60211 0.54431 0.87820
H: -1.87881 0.23514 -1.47760
H: -3.72069 1.93605 -0.33098
H: 3.96816 -1.78762 -0.35540
H: -0.57299 1.41204 -1.16849
H: -3.96575 0.25698 -0.79238

- HOMO energy: -11.7216 eV
- Total charge: +1

Name the least stable of them. a.

--- a ---
# C3H2N4O

A single C3H2N4O molecule (wB97M-V/def2-TZVPD, OMol25).

Atoms and positions in Å:
O: -0.27582 1.02190 -2.18108
N: 1.51176 -0.54854 -0.12638
N: -0.14355 0.41021 1.33351
N: 0.88117 -0.80587 -1.18861
N: -1.30780 -0.54050 -0.63073
C: -1.17580 -0.20187 0.57908
C: -0.31031 0.12081 -1.41980
C: 1.06946 0.29618 0.93976
H: -2.14780 -0.39502 1.11869
H: 1.89868 0.64270 1.57556

- HOMO energy: -9.5767 eV
- Total charge: 0

--- b ---
# C3H2N4O

A single C3H2N4O molecule (wB97M-V/def2-TZVPD, OMol25).

Atoms and positions in Å:
O: -1.17172 -0.49328 1.54307
N: 0.51897 -1.37195 0.28150
N: -1.33200 -0.15806 -0.75731
N: 1.38154 0.82450 -0.01595
N: -0.77989 0.82788 -1.24382
C: 0.47259 1.39725 -0.61452
C: 1.50918 -0.53069 0.21066
C: -0.68825 -0.61640 0.45083
H: 0.53139 2.43459 -0.89648
H: 2.56092 -0.84600 0.41917

- HOMO energy: -9.7062 eV
- Total charge: 0

Name the least stable of them. a.

--- a ---
# C3H2N4O

A single C3H2N4O molecule (wB97M-V/def2-TZVPD, OMol25).

Atoms and positions in Å:
O: 0.16222 1.89650 0.02007
N: 0.37053 0.55384 -0.00737
N: 1.81274 -0.88049 -0.08358
N: 1.69735 0.38817 -0.02712
N: -2.99945 -0.10129 -0.16581
C: 0.69671 -1.46981 0.01841
C: -1.86953 -0.43726 0.15821
C: -0.33426 -0.49831 0.15274
H: 1.02736 2.15336 -0.04022
H: 0.54922 -2.61468 -0.10929

- HOMO energy: -10.4574 eV
- Total charge: 0

--- b ---
# C3H2N4O

A single C3H2N4O molecule (wB97M-V/def2-TZVPD, OMol25).

Atoms and positions in Å:
O: 2.29437 -0.36293 0.79333
N: 0.82151 -1.53548 -0.63996
N: -1.28860 -1.03020 0.34712
N: -0.32898 -1.87893 -0.33394
N: 0.91366 0.80516 -0.73636
C: -1.19016 0.24419 0.36451
C: 1.50177 -0.33889 -0.09410
C: -0.23349 1.12146 -0.29797
H: -1.88255 0.78197 0.98832
H: -0.60752 2.19365 -0.39096

- HOMO energy: -9.6553 eV
- Total charge: 0

--- c ---
# C3H2N4O

A single C3H2N4O molecule (wB97M-V/def2-TZVPD, OMol25).

Atoms and positions in Å:
O: -2.14054 -0.81212 0.23253
N: 0.87767 0.85615 0.62436
N: 0.02680 1.81012 0.00595
N: 1.59858 -1.14541 -0.06399
N: 1.66113 0.22081 -0.26591
C: -1.01898 1.05533 -0.40714
C: 0.30320 -1.39056 -0.06532
C: -0.95340 -0.42741 -0.10091
H: -2.00261 1.36728 -0.50196
H: -0.00731 -2.48608 -0.02091

- HOMO energy: -10.3003 eV
- Total charge: 0

--- d ---
# C3H2N4O

A single C3H2N4O molecule (wB97M-V/def2-TZVPD, OMol25).

Atoms and positions in Å:
O: -0.84359 -1.30553 0.04797
N: -2.61849 -0.09470 -0.31949
N: -1.52726 0.80930 -0.32481
N: 2.87338 -0.96119 -0.38026
N: -2.34227 -1.15627 0.00280
C: -0.47230 0.04663 -0.16154
C: 2.01291 -0.24951 -0.16265
C: 0.98650 0.58023 0.17414
H: 1.09079 1.66920 -0.12260
H: 0.84032 0.66184 1.24644

- HOMO energy: -11.7163 eV
- Total charge: 0

Name the least stable of them. c.

--- a ---
# C4H10O2

C4H10O2 as an isolated structure (wB97M-V/def2-TZVPD, OMol25).

Atoms and positions in Å:
O: 1.57377 1.20095 1.14928
O: 0.54116 0.47279 0.39481
C: 1.13719 -0.74575 -0.89410
C: 1.97813 -1.72426 -0.42461
C: -2.08384 0.89629 -0.14947
C: -1.25288 0.15497 0.84620
H: 1.47188 2.07304 0.73403
H: -1.40052 -0.92118 0.88451
H: 0.02850 -0.88367 -0.90487
H: 2.82746 -2.06509 -1.00481
H: -3.15042 0.83607 0.10771
H: 1.41536 -0.23593 -1.81586
H: -1.80048 1.95071 -0.18688
H: -1.20091 0.60356 1.83162
H: 1.89099 -2.09720 0.58865
H: -1.97540 0.48471 -1.15621

- HOMO energy (spin up / spin down): -7.1638 / -7.1614 eV
- Total charge: 0

--- b ---
# C4H10O2

A 2-piece molecular cluster, C4H10O2 overall (wB97M-V/def2-TZVPD, OMol25).

Atoms and positions in Å:
O: -2.04002 -0.06898 1.82681
O: -1.41571 -0.00230 -1.47672
C: 1.45993 -0.05494 -1.44442
C: 0.57692 -0.64360 -0.34787
C: -1.64274 -0.58576 0.80989
C: -0.75434 0.08842 -0.22360
H: -2.17623 0.59245 -1.46006
H: 1.71826 0.98739 -1.22472
H: 2.39190 -0.62137 -1.53885
H: 0.93877 -0.08100 -2.40497
H: -0.59074 1.13406 0.07686
H: 0.37115 -1.70122 -0.56016
H: 0.54462 1.37551 2.70771
H: 1.08476 -0.60211 0.62380
H: -1.94284 -1.61874 0.53210
H: -0.15614 1.14790 2.59893

- HOMO energy: -9.8434 eV
- Total charge: 0

--- c ---
# C4H10O2

A single C4H10O2 molecule (wB97M-V/def2-TZVPD, OMol25).

Atoms and positions in Å:
O: -1.45325 1.63810 -0.58324
O: 0.64105 0.38532 0.43267
C: -0.13596 -1.82546 -0.05468
C: 1.67792 1.15129 -0.14311
C: -1.51580 0.23214 -0.58583
C: -0.11026 -0.37680 -0.51266
H: 0.87124 -2.25289 -0.04370
H: 2.43881 0.51148 -0.61246
H: -0.88722 1.84621 0.17514
H: 2.14456 1.71582 0.66831
H: -0.54083 -1.87843 0.96162
H: 0.36978 -0.29552 -1.49907
H: 1.29198 1.85276 -0.89518
H: -2.01357 -0.07336 -1.51206
H: -2.11760 -0.14190 0.25952
H: -0.76722 -2.43650 -0.70981

- HOMO energy: -9.8559 eV
- Total charge: 0

Name the least stable of them. a.

--- a ---
# C4H14N2O

A 2-piece molecular cluster, C4H14N2O overall (wB97M-V/def2-TZVPD, OMol25).

Atoms and positions in Å:
O: -1.51296 0.95613 2.38016
N: 2.59637 -0.80944 0.50721
N: -1.93632 -0.16862 -0.24843
C: -0.89542 0.64490 -2.28278
C: 1.32359 -0.83476 -0.36219
C: 0.52477 0.45078 -0.24239
C: -0.78810 0.44824 -0.97939
H: -1.85878 -1.16600 -0.01566
H: 0.28728 0.55660 0.82350
H: 1.14656 1.31991 -0.45853
H: -2.77517 -0.05269 -0.81987
H: 3.41328 -1.08067 -0.03038
H: 2.45223 -1.49584 1.24568
H: -2.21138 1.53767 2.69833
H: -1.03389 0.53828 3.10744
H: -0.10012 1.27025 -2.68006
H: 2.78936 0.12377 0.87828
H: -1.71885 0.45257 -2.95796
H: -2.04873 0.23599 0.70569
H: 0.80273 -1.70029 0.05281
H: 1.54356 -1.22677 -1.32145

- HOMO energy: -18.4515 eV
- Total charge: +2

--- b ---
# C4H14N2O

A 3-piece molecular cluster, C4H14N2O overall (wB97M-V/def2-TZVPD, OMol25).

Atoms and positions in Å:
O: -2.24343 -0.80405 1.53094
N: -0.52819 -1.86213 -0.56101
N: 1.52920 2.35037 1.24303
C: 0.36482 0.47305 0.61189
C: -0.52204 -0.44909 -2.52806
C: -0.01714 -0.58405 -1.22058
C: 1.19360 0.06065 -0.61323
H: 0.32413 -2.39701 -0.27007
H: 2.08553 -0.41190 -0.28432
H: 0.49994 0.17393 1.67944
H: 0.89609 2.97249 1.60867
H: -1.14637 -1.69965 0.33009
H: 2.12449 2.17615 2.04194
H: 1.42234 0.95807 -1.20221
H: -3.15713 -1.10998 1.26254
H: -0.44131 1.23170 0.55674
H: -1.01415 -2.45412 -1.31510
H: 2.09824 2.83420 0.53087
H: -2.18154 -0.85661 2.45375
H: 0.28919 0.04607 -3.13492
H: -1.57626 -0.64810 -2.72042

- HOMO energy: -18.2056 eV
- Total charge: +2

Name the least stable of them. b.